# 1
9
Properties=species:S:1:pos:R:3 method="wB97M-V/def2-TZVPD" orbital_gap_ev=9.82 mol_weight_g_mol=215.421 relative_energy_kcal_mol=42.48 total_energy_ha=-928.66530 homo_energy_ev=-10.0 lumo_energy_ev=-0.18
C 0.35185 -1.45183 0.20625
C -0.40381 0.77418 -0.55580
C 0.64546 -0.06779 0.34476
N -0.13847 -2.49121 -0.07713
Cl 2.33561 0.22837 0.12266
I -2.38598 0.53689 0.15206
H -0.18711 1.74665 -0.32241
H -0.47367 0.34135 -1.59759
H 0.25612 0.38339 1.72719

***

# 2
37
Properties=species:S:1:pos:R:3 method="wB97M-V/def2-TZVPD" charge=+2 orbital_gap_ev=5.96 mol_weight_g_mol=426.554 relative_energy_kcal_mol=18.69 total_energy_ha=-2478.12600 homo_energy_ev=-15.1 lumo_energy_ev=-9.14
C 0.21562 2.72975 -0.65557
C -1.29085 2.88436 -0.65884
H 0.66169 3.72394 -0.83417
H 0.57352 2.03676 -1.43200
H 0.56517 2.37599 0.32202
O -1.94175 3.46462 0.22957
I -2.82283 0.93563 -1.21016
Sc 1.27811 -1.16446 0.78967
P 1.12331 -1.13416 -1.75650
C 0.09001 -0.43302 -3.07481
C 2.80585 -0.65885 -2.32010
H 1.51448 -3.50519 -1.43273
H 1.56499 -3.04667 -3.17472
H 0.00117 -3.18653 -2.30497
C 1.05431 -2.89775 -2.21778
H 3.55701 -1.00220 -1.60018
H 3.00562 -1.10194 -3.30064
H 0.44750 -0.80246 -4.04443
H 0.12406 0.65989 -3.06566
H 2.86102 0.43357 -2.38694
H -0.95154 -0.74206 -2.92407
C -1.95763 2.70269 -2.02781
O -1.95132 3.32418 -3.04364
Cl 1.82817 -3.33783 1.20474
C -1.29988 -0.87362 3.90595
C -1.41513 0.63881 3.68937
C -0.41123 0.97992 2.59744
O -0.11562 -0.29101 1.92502
C -0.79055 -1.43630 2.57304
H -0.55551 -1.08528 4.68445
H -2.23632 -1.34256 4.20120
H -1.19974 1.22055 4.58808
H -2.41224 0.91281 3.33683
H -0.79547 1.65247 1.82607
H 0.53897 1.36276 2.97843
H -0.06473 -2.25442 2.70548
H -1.59827 -1.74239 1.90835

***

# 3
14
Properties=species:S:1:pos:R:3 method="wB97M-V/def2-TZVPD" charge=+2 orbital_gap_ev="11.13 / 6.23" spin_multiplicity=2 mol_weight_g_mol=90.102 relative_energy_kcal_mol=39.76 total_energy_ha=-323.51261 homo_energy_ev="-20.8 / -20.8" lumo_energy_ev="-9.67 / -14.56"
O -0.94674 0.67848 0.67538
C -1.82447 1.48699 1.03066
O -1.93926 2.69275 0.67201
H -2.57740 1.00449 1.70943
H -2.48010 3.23458 1.29402
C 1.64319 -0.21274 -0.07166
C 0.62227 -2.16723 -1.08800
N 0.62198 -0.90193 -0.93136
H 1.30847 0.18130 0.88752
H 1.91610 0.61671 -0.72665
H 2.43917 -0.89274 0.19272
H 0.93552 -2.81406 -0.27039
H 0.28958 -2.65733 -1.99800
H -0.00830 -0.24926 -1.37569

***

# 4
51
Properties=species:S:1:pos:R:3 method="wB97M-V/def2-TZVPD" charge=+1 orbital_gap_ev=8.71 mol_weight_g_mol=409.332 total_energy_ha=-1184.70766 homo_energy_ev=-11.9 lumo_energy_ev=-3.19
C -2.89627 -3.21260 -0.24258
C -2.39865 -2.86410 -1.60302
C -0.86210 -2.56404 -2.05006
C -0.25531 -1.09853 -1.73425
C 1.11910 -1.43923 -0.90510
C 2.34765 -1.97685 -2.08047
C 3.39208 -3.22958 -1.48588
O 2.19539 -3.44591 -2.59290
C 0.07329 -0.33420 -3.14994
C 0.69049 1.05636 -2.54370
N -0.29036 1.31126 -1.37963
C 0.18936 2.30854 -0.35988
I -1.30262 3.80765 0.25407
C 0.83374 1.69495 1.00808
C 2.49018 1.89403 0.88768
C -1.06110 0.06635 -0.94037
C -2.59435 0.48520 -1.33553
H -4.03764 -3.49349 -0.07186
H -2.14083 -3.24783 0.64993
H -3.22804 -2.80697 -2.45987
H -0.78998 -2.79253 -3.21867
H -0.19106 -3.41012 -1.54110
H 1.68250 -0.51257 -0.46751
H 1.02777 -2.29934 -0.11816
H 2.85220 -1.10622 -2.83004
H 2.83636 -4.06177 -0.83425
H 4.10908 -3.78963 -2.22198
H -0.98238 -0.12592 -3.60969
H 0.65002 -0.88892 -4.00317
H 0.35253 1.85980 -3.33159
H 1.83943 1.09268 -2.30081
H -1.03087 1.87365 -1.89842
H 1.05552 2.93463 -0.89317
H 0.67373 0.55060 1.18317
H 0.53086 2.32917 1.97297
H 3.01139 1.06482 1.53786
H 2.84286 2.95812 1.22371
H 2.82245 1.68813 -0.23879
H -1.16490 -0.14105 0.22759
H -2.76694 0.47288 -2.49153
H -3.29963 -0.33928 -0.83675
H -2.96107 1.51108 -0.90897
O 0.56751 1.14697 4.22295
C -0.14625 1.71387 5.04242
N 0.19560 1.75396 6.35938
C -1.43110 2.39853 4.67585
H -0.35907 2.20798 7.07056
H 1.05787 1.29921 6.63094
H -2.11094 1.66690 4.23078
H -1.21953 3.19108 3.95294
H -1.91794 2.84229 5.54877

***

# 5
163
Properties=species:S:1:pos:R:3 method="wB97M-V/def2-TZVPD" charge=+3 orbital_gap_ev=7.14 mol_weight_g_mol=1137.531 total_energy_ha=-5076.57930 homo_energy_ev=-12.6 lumo_energy_ev=-5.49
C -2.51791 -1.99539 -6.37373
C -3.70902 -1.77217 -5.44061
N -3.39803 -0.86671 -4.34169
C -3.46748 -1.25798 -3.02230
C -2.95234 -0.24028 -2.29620
N -2.52898 0.72817 -3.17477
C -2.85823 0.34469 -4.40252
C -1.58985 1.82925 -2.88174
H -2.12774 -1.02582 -6.67787
H -2.77804 -2.63682 -7.20875
H -1.72492 -2.50106 -5.81251
H -4.10858 -2.70502 -5.05435
H -4.48849 -1.34846 -6.07900
H -3.87876 -2.22324 -2.72063
H -2.81097 -0.13611 -1.23377
H -2.62208 0.89397 -5.29746
H -1.92418 2.74563 -3.36291
H -0.62009 1.50676 -3.25265
H -1.51359 2.03170 -1.81741
C 2.59975 0.72954 4.28486
C 2.09514 1.40981 5.53370
N 3.16425 2.04821 6.32001
C 4.16617 1.39292 6.99465
C 4.97343 2.35118 7.49528
N 4.42996 3.56846 7.17066
C 3.36540 3.35168 6.41190
C 4.80884 4.89440 7.67658
H 2.96391 1.42761 3.53215
H 1.88070 0.01762 3.89389
H 3.50130 0.15066 4.52451
H 1.57720 0.69873 6.17960
H 1.33783 2.17234 5.35072
H 4.25956 0.32444 7.05524
H 5.90153 2.31053 8.03911
H 2.65736 4.10479 6.10790
H 4.51186 5.63869 6.94254
H 5.87539 4.93121 7.86453
H 4.23491 5.09374 8.57946
C -1.05428 -2.58135 4.83509
C -2.57170 -2.45162 4.84216
N -3.15384 -2.78173 3.54099
C -2.68110 -2.41665 2.29945
C -3.49327 -2.98788 1.39055
N -4.45900 -3.69228 2.05114
C -4.19973 -3.58490 3.35368
C -5.48472 -4.50217 1.41369
H -0.72018 -3.50030 4.35253
H -0.65065 -2.58182 5.84512
H -0.65307 -1.72013 4.29670
H -2.79402 -1.40985 5.07648
H -3.05149 -3.09310 5.57758
H -1.80366 -1.82187 2.11105
H -3.41306 -2.93371 0.31321
H -4.82882 -4.00770 4.11947
H -5.23511 -4.65069 0.36030
H -6.45155 -3.99243 1.39285
H -5.62802 -5.46200 1.89921
C 0.37848 -4.62226 1.05141
C 1.64527 -4.20119 0.32018
C 1.79973 -4.71734 -1.07741
N 2.96980 -4.06454 -1.82878
C 4.22559 -4.18378 -1.06126
C 3.07231 -4.81082 -3.14119
C 2.03591 -4.21757 -4.06126
C 1.60312 -2.88517 -3.39831
C 2.62480 -2.64700 -2.29953
H 0.00398 -5.60590 0.74446
H -0.52530 -4.01997 0.94264
H 0.54033 -4.66807 2.12905
H 2.48656 -4.40365 0.98351
H 1.60223 -3.10317 0.32519
H 0.94231 -4.46157 -1.68650
H 2.07063 -5.76920 -1.13920
H 5.05602 -3.84974 -1.67840
H 4.29494 -5.19696 -0.68152
H 4.16652 -3.45003 -0.25765
H 4.07957 -4.58684 -3.50398
H 3.09732 -5.88409 -2.96534
H 2.41599 -4.05124 -5.06655
H 1.13614 -4.81616 -4.21505
H 1.56879 -2.11514 -4.16569
H 0.61105 -2.92756 -2.95234
H 3.56497 -2.23446 -2.65837
H 2.20741 -2.18395 -1.41037
C -4.47423 3.25185 5.11361
C -4.87747 2.36701 3.92813
C -6.33742 2.33758 3.59902
N -6.74838 1.83935 2.25553
C -8.23518 1.99510 2.14996
C -6.45222 0.36502 2.04548
C -5.02577 0.34382 1.49516
C -4.88881 1.64030 0.70075
C -6.03002 2.56549 1.13457
H -4.63015 4.30495 4.87964
H -3.43161 3.09230 5.38217
H -5.01438 2.95918 6.01623
H -4.51983 1.39307 4.30677
H -4.21000 2.49361 3.07603
H -6.72303 3.36890 3.65100
H -7.06064 1.93018 4.31288
H -8.50781 3.04413 2.23964
H -8.70357 1.41453 2.94036
H -8.53477 1.62937 1.17286
H -7.12419 -0.06449 1.30792
H -6.57797 -0.09065 3.02628
H -4.88785 -0.58020 0.93664
H -4.30048 0.34141 2.30825
H -4.94268 1.45233 -0.37094
H -3.94699 2.15009 0.88740
H -6.73689 2.79130 0.33945
H -5.71418 3.52419 1.53966
C 3.52423 2.17348 -2.58876
C 4.68565 1.50323 -3.31984
C 5.77347 2.54655 -3.53502
N 6.90779 2.14253 -4.39892
C 6.51362 2.07465 -5.84096
C 8.02230 3.16001 -4.27870
C 9.33102 2.39416 -4.48223
C 8.92524 0.90694 -4.58598
C 7.57257 0.87342 -3.91907
H 3.76021 2.33154 -1.53235
H 2.60818 1.58241 -2.53221
H 3.21713 3.14318 -2.98411
H 4.32707 1.12960 -4.28139
H 5.02785 0.69805 -2.66720
H 6.11063 3.00923 -2.60620
H 5.29460 3.41696 -3.99749
H 6.02842 1.10744 -5.98854
H 7.41133 2.10430 -6.44379
H 5.74434 2.81097 -6.04555
H 7.86698 3.94295 -5.01512
H 7.99183 3.57811 -3.27675
H 9.98403 2.81723 -5.24224
H 9.98651 2.45402 -3.60989
H 8.83887 0.62312 -5.63436
H 9.65091 0.28482 -4.07307
H 6.86850 0.07625 -4.13928
H 7.67242 0.99028 -2.83844
N -1.20848 0.36076 0.69841
S 0.17187 -0.38492 0.15806
O 1.03270 -0.88431 1.17511
O 0.76331 0.07737 -1.05210
F -0.59250 -1.71099 -0.29021
S -0.60705 1.46261 1.62571
O 0.35097 2.35424 1.07367
O -0.40056 1.02623 2.97585
F -1.91371 2.35678 1.79941
N -1.77558 6.64552 -0.65738
S -1.95470 5.07984 -0.36680
O -0.99416 4.16662 -0.90552
O -3.32615 4.69760 -0.22772
F -1.52773 5.15677 1.17811
S -1.77249 6.64958 -2.25190
O -2.90544 6.02056 -2.84906
O -0.51886 6.48326 -2.90281
F -2.05217 8.19944 -2.44557
C -1.65939 -4.44030 -2.14707
C -3.04895 -4.68627 -1.55597
O -3.95898 -3.87586 -1.92947
O -3.23615 -5.61702 -0.76395
H -1.68384 -3.78523 -3.01770
H -1.06941 -5.33976 -2.31865
H -1.15416 -3.88577 -1.34482

***

# 6
18
Properties=species:S:1:pos:R:3 method="wB97M-V/def2-TZVPD" charge=+1 orbital_gap_ev=9.28 mol_weight_g_mol=98.122 relative_energy_kcal_mol=59.90 total_energy_ha=-363.55540 homo_energy_ev=-14.6 lumo_energy_ev=-5.34
C -0.48928 -0.86685 -0.49270
C -0.49487 1.48383 -0.07538
N 0.22621 0.41168 -0.06435
H -1.06339 -0.57230 -1.36848
H -0.94459 -1.28561 0.49717
H 0.31829 -1.53908 -0.88261
H -1.03845 1.93518 -0.98140
H -0.78926 1.96415 0.86384
H 0.65254 0.35363 0.88313
H 1.96227 -3.09723 2.27609
H 0.81520 -3.64419 1.46911
O 1.32957 -2.85924 1.60746
H -0.41237 2.51480 -4.39953
H -1.55696 3.32935 -4.21941
O -1.17727 2.53793 -3.84911
H 0.74967 0.34046 3.51788
H 1.00345 -1.01083 2.63040
O 0.90924 0.00433 2.58789